Entry P
A 3-piece molecular cluster, C2H9NS overall. Source: OMol25; level of theory: the ωB97M-V functional and the def2-TZVPD basis.

CARTESIAN COORDINATES (ANGSTROEM)
1 H -0.9267 -1.5563 -1.5661
2 H -2.1030 -1.0644 -0.5059
3 N -1.6452 -1.8713 -0.9197
4 H -1.2298 -2.4260 -0.1926
5 H 0.1207 -0.5650 0.5240
6 S 2.4049 0.4350 0.0889
7 H 2.6377 -1.9738 0.9196
8 H 0.8731 0.2845 1.8812
9 H 1.7522 -1.8689 2.4598
10 C 1.7402 -1.6022 1.4086
11 H -2.3667 6.4453 -2.8826
12 H -2.3506 6.1142 -2.2426
13 C 1.0932 -0.3511 1.0272

Calculated values
- gap between HOMO and LUMO (eV) = 6.5

=====

Entry Q
A 2-piece molecular cluster, C2H9NS overall. Source: OMol25; level of theory: the ωB97M-V functional and the def2-TZVPD basis.

CARTESIAN COORDINATES (ANGSTROEM)
1 H -2.3156 -0.8252 0.4998
2 H 0.9176 -0.3317 -1.9254
3 H 1.6443 0.5264 2.0054
4 H -2.1745 -0.4085 -1.3533
5 H 0.4385 0.3691 0.3518
6 S 0.9647 1.3793 1.2204
7 H -0.2240 -1.8616 -2.2163
8 C 0.3910 -1.2192 -1.5816
9 H -0.2444 -1.5085 0.3688
10 N -0.4062 -0.8776 -0.3975
11 H -1.7736 0.7114 -0.1924
12 C -1.7793 -0.3807 -0.3264
13 H 1.1748 -1.9009 -1.2385

Calculated values
- SMILES string = CNC.S
- gap between HOMO and LUMO (eV) = 9.5

=====

Quick look at relative energies in kcal/mol: entry P 76.7; entry Q 0.0.

=====

Entry P
A 2-piece molecular cluster, C2H9NS overall. Source: OMol25; level of theory: the ωB97M-V functional and the def2-TZVPD basis.

CARTESIAN COORDINATES (ANGSTROEM)
1 H 3.3563 0.0762 1.1221
2 S -6.0653 -0.2155 -2.8121
3 H 2.1375 -1.3980 2.4817
4 C 1.6077 -1.0435 1.6013
5 C 1.7811 0.8352 -0.0277
6 N 2.4078 -0.1023 0.8578
7 H 0.7918 0.4656 -0.3095
8 H -4.9318 0.4808 -2.9101
9 H 1.3736 -1.8800 0.9361
10 H 1.5908 1.8214 0.4233
11 H 0.6814 -0.6055 1.9843
12 H -7.0848 0.5408 -2.4081
13 H 2.3537 1.0249 -0.9390

Calculated values
- SMILES string = CNC.S
- gap between HOMO and LUMO (eV) = 9.0

=====

Entry Q
A 2-piece molecular cluster, C2H9NS overall. Source: OMol25; level of theory: the ωB97M-V functional and the def2-TZVPD basis.

CARTESIAN COORDINATES (ANGSTROEM)
1 C -0.6551 0.3975 0.2985
2 H -0.6786 -2.3133 -3.0234
3 H -1.5385 -0.4236 0.1920
4 H 2.2668 1.1672 1.9779
5 S -1.8322 -2.1581 -1.9908
6 H -2.2723 -2.0969 -0.7901
7 C 1.6265 1.0805 0.9661
8 H 2.3165 1.1556 0.1267
9 H 1.0344 -0.7656 0.3432
10 H -0.7285 0.7468 -0.8467
11 H 1.0811 2.0306 0.8550
12 N 0.5574 0.0137 0.9265
13 H -1.1775 1.1658 0.9651

Calculated values
- SMILES string = CNC.S
- gap between HOMO and LUMO (eV) = 8.0

=====

Quick look at relative energies in kcal/mol: entry P 0.0; entry Q 72.9.

=====

Entry P
A 2-piece molecular cluster, C2H9NS overall. Source: OMol25; level of theory: the ωB97M-V functional and the def2-TZVPD basis.

CARTESIAN COORDINATES (ANGSTROEM)
1 N -3.0354 -5.4625 -0.4835
2 H 0.3794 2.7432 -1.0164
3 H 1.3741 4.1064 -1.3373
4 H 2.1253 2.5519 -1.4935
5 H 0.2920 1.7378 1.8757
6 H -2.4514 -5.0202 -1.1719
7 H 1.8779 1.2308 1.9521
8 H -2.5946 -6.2660 -0.0732
9 C 1.4081 3.1016 -0.9025
10 S 1.7684 3.4202 0.8460
11 C 1.1929 1.6683 1.2373
12 H 1.0996 0.9980 0.3993
13 H -3.4363 -4.8095 0.1679

Calculated values
- SMILES string = CSC.N
- gap between HOMO and LUMO (eV) = 9.7

=====

Entry Q
A 3-piece molecular cluster, C2H9NS overall. Source: OMol25; level of theory: the ωB97M-V functional and the def2-TZVPD basis.

CARTESIAN COORDINATES (ANGSTROEM)
1 N -0.6819 -2.3998 -0.4834
2 C 0.3202 1.9600 -0.1375
3 S -1.4133 1.3726 -0.2291
4 H 0.4254 -0.2765 -0.0093
5 H 1.7295 0.7030 2.1580
6 H 0.6824 2.7929 -0.7338
7 H -1.0091 -3.3502 -0.2793
8 H -1.0799 -2.3329 -1.4247
9 C 0.2434 0.5976 -0.6172
10 H 1.2834 0.2165 2.4941
11 H -1.3497 -1.8048 0.0138
12 H 0.4696 2.1767 0.9127
13 H 0.3798 0.3449 -1.6642

Calculated values
- SMILES string = [H][H].C1CS1.N
- gap between HOMO and LUMO (eV) = 9.5

=====

Quick look at relative energies in kcal/mol: entry P 0.0; entry Q 26.1.

=====

Entry P
A 2-piece molecular cluster, C2H9NS overall. Source: OMol25; level of theory: the ωB97M-V functional and the def2-TZVPD basis.

CARTESIAN COORDINATES (ANGSTROEM)
1 S 0.7926 0.9807 -0.6099
2 H -0.5057 -0.3629 -2.1636
3 H -3.0759 -0.1520 2.1574
4 H 2.5802 -0.4312 -1.5408
5 C -0.2630 -0.4025 -1.1035
6 N -2.1922 0.3505 2.1320
7 H 0.2618 -1.3243 -0.8740
8 H -1.8136 0.1736 1.2127
9 H -1.2126 -0.4775 -0.5955
10 H -2.4009 1.3283 2.2732
11 H 2.3475 -0.6620 0.1667
12 H 3.1073 0.8795 -0.4455
13 C 2.3745 0.0997 -0.6092

Calculated values
- SMILES string = CSC.N
- gap between HOMO and LUMO (eV) = 9.5

=====

Entry Q
A 2-piece molecular cluster, C2H9NS overall. Source: OMol25; level of theory: the ωB97M-V functional and the def2-TZVPD basis.

CARTESIAN COORDINATES (ANGSTROEM)
1 H -1.0984 -6.6447 -3.3720
2 H -0.1502 3.9972 1.0275
3 H -0.7030 -5.1007 -3.0628
4 H 0.4068 -5.9801 -3.5923
5 H 0.9564 3.4017 -0.2567
6 S 0.0401 1.5796 1.0389
7 C 0.4024 2.0266 2.7398
8 H 1.4711 2.2412 2.8100
9 H 0.2900 1.1134 3.3319
10 H -0.8409 3.1889 -0.3966
11 C 0.0207 3.2453 0.2645
12 N -0.5942 -5.8494 -3.7463
13 H -0.2006 2.7810 3.2141

Calculated values
- SMILES string = CSC.N
- gap between HOMO and LUMO (eV) = 9.5

=====

Quick look at relative energies in kcal/mol: entry P 0.0; entry Q 2.3.